Below is a molecular structure, C46H62Cl3IrN4O7PS2, with properties calculated with ωB97M-V/def2-TZVPD.

Charge: +1
Energy above the lowest of the compared OMol25 structures with the same formula, charge and spin, kcal per mole: 0.00
Kohn-Sham gap, eV: 8.24
HOMO, eV: -10.270
E_tot, eV: -140367.0824

```
126
C46H62Cl3IrN4O7PS2 ωB97M-V/def2-TZVPD
Ir -0.23 -1.47 -0.49
O -3.20 -3.93 -0.26
C -2.07 -3.61 -0.52
O -1.29 -2.95 0.33
C -1.42 -4.01 -1.85
C 0.10 -4.14 -1.76
C 0.68 -4.82 -3.00
C 0.56 -3.71 -4.07
C -0.10 -2.59 -3.28
O 0.53 -2.75 -1.98
C -1.57 -2.93 -2.97
C -2.33 -1.67 -2.56
O -3.36 -1.36 -3.10
O -1.75 -0.92 -1.65
H -1.89 -4.94 -2.14
H 0.48 -4.48 -0.80
H 1.72 -5.11 -2.83
H 0.12 -5.72 -3.25
H 1.54 -3.40 -4.43
H -0.04 -4.00 -4.93
H 0.07 -1.57 -3.63
H -2.07 -3.32 -3.85
Cl -6.66 0.55 9.51
C -5.91 0.42 7.96
C -6.10 1.41 7.02
C -5.50 1.27 5.77
C -4.72 0.17 5.45
C -4.10 0.11 4.06
C -2.58 0.27 4.10
N -2.04 0.34 2.75
C -2.09 1.42 1.89
C -1.48 1.02 0.75
N -1.06 -0.28 0.91
C -1.44 -0.67 2.12
O -4.35 -1.10 3.39
C -5.58 -1.08 2.66
C -5.45 -0.19 1.46
C -5.96 1.07 1.34
Cl -6.94 1.90 2.49
S -5.54 1.82 -0.14
C -4.65 0.44 -0.62
C -4.69 -0.54 0.31
C -4.55 -0.81 6.42
Cl -3.59 -2.23 6.14
C -5.15 -0.70 7.67
H -6.70 2.28 7.25
H -5.65 2.04 5.02
H -4.50 0.95 3.49
H -2.13 -0.58 4.60
H -2.31 1.18 4.64
H -2.56 2.34 2.16
H -1.34 1.54 -0.18
H -1.30 -1.65 2.53
H -6.40 -0.76 3.31
H -5.75 -2.11 2.36
H -4.17 0.40 -1.59
H -4.20 -1.50 0.19
H -5.01 -1.48 8.41
O 0.70 0.13 -1.49
P 1.69 1.26 -1.67
C 1.55 2.42 -0.27
C 2.35 3.74 -0.41
C 3.73 3.72 0.23
C 3.64 3.29 1.69
C 3.07 1.88 1.77
C 1.69 1.77 1.12
C 1.18 2.17 -3.18
C 0.04 3.18 -2.92
C -1.31 2.47 -2.88
C -1.67 1.94 -4.28
C -0.42 1.68 -5.12
C 0.74 1.15 -4.27
C 3.41 0.63 -1.74
C 3.50 -0.85 -2.14
C 3.48 -1.08 -3.65
C 4.60 -0.29 -4.32
C 4.48 1.20 -4.02
C 4.43 1.49 -2.52
H 0.49 2.68 -0.38
H 1.77 4.52 0.09
H 2.41 4.05 -1.45
H 4.18 4.70 0.14
H 4.39 3.02 -0.30
H 2.99 3.98 2.23
H 4.62 3.34 2.16
H 2.99 1.56 2.81
H 3.77 1.19 1.28
H 0.97 2.27 1.78
H 1.37 0.73 1.08
H 2.07 2.71 -3.51
H 0.05 3.90 -3.75
H 0.22 3.78 -2.03
H -2.08 3.15 -2.52
H -1.25 1.64 -2.17
H -2.30 2.67 -4.79
H -2.26 1.03 -4.18
H -0.10 2.59 -5.64
H -0.64 0.95 -5.90
H 1.58 0.89 -4.91
H 0.40 0.22 -3.79
H 3.68 0.67 -0.68
H 2.71 -1.43 -1.65
H 4.46 -1.22 -1.77
H 2.51 -0.79 -4.06
H 3.60 -2.15 -3.85
H 4.60 -0.46 -5.40
H 5.56 -0.66 -3.95
H 3.59 1.59 -4.51
H 5.32 1.74 -4.45
H 4.25 2.55 -2.36
H 5.41 1.28 -2.10
C 2.48 -1.55 4.02
N 3.25 -1.50 2.80
C 4.68 -1.19 2.83
C 5.09 -1.28 1.34
N 3.82 -1.58 0.69
C 2.83 -1.77 1.57
S 1.29 -2.41 1.19
H 2.86 -2.34 4.67
H 1.44 -1.76 3.77
H 2.55 -0.60 4.54
H 5.21 -1.90 3.46
H 4.83 -0.19 3.24
H 5.82 -2.07 1.16
H 5.51 -0.34 0.98
H 3.75 -1.99 -0.23
```